Record 1
Formula: C2H11O4
Source: the Open Molecules 2025 dataset
Level of theory: the ωB97M-V functional and the def2-TZVPD basis

Element x y z (Å)
1 C -0.2827 -0.0046 -0.8968
2 O 0.0863 0.0158 0.4312
3 C 0.5980 -1.0069 -1.7388
4 H -1.3342 -0.3253 -0.9975
5 H -0.0053 0.9187 -1.4410
6 H 1.6330 -0.6628 -1.6502
7 H 0.6569 -1.9702 -1.2226
8 H 0.1674 -1.1594 -2.7320
9 H -1.9688 1.5821 1.5077
10 H -1.1870 0.3828 1.3960
11 O -2.0835 0.6702 1.7932
12 H -0.8590 -2.9632 0.9303
13 H -0.0052 -1.6267 0.7211
14 O -0.0418 -2.5106 1.1791
15 H 1.1782 2.3812 -1.3278
16 H 1.4476 2.2501 -0.0195
17 O 1.8938 2.6863 -0.7546

LUMO energy	4.073	eV
net charge	-1
strongest force on any atom	1.9	eV/Å

Results of the Mulliken charge analysis, in e, for atoms 1 through 4: number 1, C, carries -0.1189; number 2, O, carries -0.9314; number 3, C, carries -1.0739; number 4, H, carries 0.3046

***

Record 2
Formula: CH3Cl4NOP2S
Source: the Open Molecules 2025 dataset
Level of theory: the ωB97M-V functional and the def2-TZVPD basis

Element x y z (Å)
1 C -2.2801 0.3277 -0.0276
2 N -1.3545 -0.5969 0.5016
3 O 0.9999 -0.1370 -0.6880
4 P -0.0087 -1.1982 0.0624
5 P 2.0218 0.9863 -0.1835
6 S 2.0963 2.5085 -1.3303
7 Cl 0.9083 -1.9086 1.6230
8 Cl 0.2389 -2.8213 -1.1619
9 Cl 1.3908 1.2651 1.7519
10 Cl 3.6108 -0.1707 -0.0120
11 H -2.6160 1.0136 0.7644
12 H -1.9609 1.0419 -0.7641
13 H -3.0467 -0.3105 -0.5357

LUMO energy (alpha / beta)	0.253 / -4.276	eV
2S+1	3
strongest force on any atom	5.3	eV/Å

Results of the Mulliken charge analysis, in e, for atoms 1 through 4: number 1, C, carries -0.7022; number 2, N, carries -0.2866; number 3, O, carries -0.1815; number 4, P, carries 0.6014

***

Record 3
Formula: C72H159N9O12
Source: the Open Molecules 2025 dataset
Level of theory: the ωB97M-V functional and the def2-TZVPD basis

Element x y z (Å)
1 C 22.6973 -20.9083 13.0045
2 C 22.6786 -19.4644 12.3714
3 C 23.8473 -18.6591 13.0280
4 C 23.1029 -19.7520 10.9673
5 C 22.8706 -18.5517 10.0135
6 C 21.4517 -18.0735 10.1819
7 C 21.1573 -17.6729 11.6292
8 C 21.9895 -16.4463 12.0359
9 C 19.6800 -17.2483 11.6189
10 N 21.3714 -18.8427 12.3898
11 O 21.0051 -18.5973 13.7854
12 H 21.9907 -21.5695 12.4686
13 H 23.7106 -21.3095 12.8212
14 H 22.4915 -20.8475 14.0630
15 H 23.5252 -18.1953 14.0203
16 H 24.5927 -19.4210 13.3242
17 H 24.2266 -17.8439 12.4386
18 H 24.1886 -19.9331 11.0273
19 H 22.5458 -20.6346 10.5322
20 H 23.4850 -17.7346 10.3330
21 H 23.0191 -18.8775 9.0049
22 H 20.7360 -18.9057 9.9392
23 H 21.0768 -17.2209 9.5819
24 H 22.2766 -16.4464 13.1117
25 H 21.3925 -15.5384 11.9700
26 H 22.8903 -16.2194 11.4383
27 H 19.5017 -16.2242 11.2135
28 H 19.1009 -17.3011 12.5662
29 H 19.1208 -17.8478 10.8669
30 H 21.7676 -18.1501 14.1333
31 C 20.3054 -22.9778 17.6877
32 C 20.8692 -24.1927 16.9628
33 C 20.7597 -23.9278 15.4142
34 C 22.3235 -24.4664 17.2855
35 C 22.5598 -25.0414 18.6434
36 C 21.7408 -26.3440 18.9222
37 C 20.2276 -26.1660 18.6548
38 C 19.5614 -27.5568 18.4616
39 C 19.5470 -25.4477 19.8469
40 N 20.1146 -25.4731 17.3055
41 O 18.6766 -25.3103 17.1025
42 H 19.2194 -23.1683 17.7264
43 H 20.4669 -22.7996 18.7696
44 H 20.6027 -22.0997 17.0867
45 H 19.8483 -23.4465 15.0894
46 H 21.5940 -23.2527 15.0905
47 H 20.8041 -24.7524 14.6716
48 H 22.7652 -25.1620 16.4968
49 H 22.8430 -23.4850 17.2195
50 H 23.6335 -25.2962 18.7355
51 H 22.2949 -24.2611 19.3487
52 H 21.8341 -26.7073 19.9484
53 H 22.1417 -27.1121 18.2507
54 H 18.5195 -27.4785 18.5405
55 H 19.9326 -28.2156 19.2045
56 H 19.7656 -27.9543 17.4704
57 H 18.5705 -25.2627 19.4434
58 H 20.0238 -24.4791 20.0083
59 H 19.6540 -26.0164 20.7561
60 H 18.4928 -25.5107 16.1657
61 C 21.6626 -12.1949 17.5069
62 C 22.2855 -11.0036 18.2032
63 C 22.9851 -11.3940 19.4695
64 C 23.3776 -10.4292 17.3161
65 C 22.8877 -9.6244 16.1043
66 C 21.9329 -8.5691 16.5647
67 C 20.7509 -9.0672 17.4840
68 C 19.9856 -8.0057 18.1467
69 C 19.6993 -9.9641 16.7107
70 N 21.3810 -9.8634 18.5864
71 O 20.4814 -10.4424 19.4436
72 H 22.2439 -13.1071 17.6846
73 H 20.6822 -12.2944 17.9847
74 H 21.5273 -12.2010 16.4383
75 H 22.4880 -12.1339 20.1452
76 H 23.9846 -11.8513 19.2485
77 H 23.1040 -10.4900 20.0582
78 H 24.0683 -9.8662 17.9208
79 H 23.9897 -11.2370 16.8203
80 H 23.6701 -9.0832 15.5207
81 H 22.3976 -10.3190 15.3992
82 H 21.4742 -8.1038 15.6732
83 H 22.4626 -7.8579 17.2449
84 H 19.1831 -8.4989 18.7037
85 H 19.5038 -7.2327 17.5362
86 H 20.7268 -7.4224 18.7361
87 H 19.1445 -10.5448 17.4593
88 H 20.1584 -10.6617 16.0475
89 H 19.1063 -9.3931 16.0511
90 H 20.6084 -9.9209 20.2606
91 C 16.9065 -9.7745 20.1805
92 C 16.7207 -8.9549 21.5036
93 C 18.0115 -8.9028 22.4177
94 C 16.2940 -7.4848 21.2021
95 C 14.8214 -7.3199 20.8429
96 C 14.0154 -7.9569 21.9248
97 C 14.2689 -9.5275 22.0124
98 C 13.4580 -10.1463 23.2121
99 C 13.8474 -10.3282 20.8367
100 N 15.7224 -9.5772 22.4268
101 O 16.0526 -10.9514 22.3759
102 H 16.1850 -9.6016 19.3709
103 H 17.8691 -9.6244 19.6648
104 H 16.8088 -10.7917 20.4429
105 H 18.4844 -9.9050 22.5359
106 H 18.7162 -8.2525 21.9170
107 H 17.7870 -8.4042 23.3823
108 H 16.5558 -6.7993 22.0035
109 H 16.9193 -7.0154 20.4079
110 H 14.5290 -6.2781 20.7875
111 H 14.4508 -7.7703 19.9242
112 H 12.9068 -7.8693 21.8341
113 H 14.2899 -7.4261 22.8740
114 H 13.8617 -9.7964 24.1753
115 H 13.3945 -11.2130 23.0621
116 H 12.3691 -9.8322 23.0965
117 H 14.2741 -10.1682 19.8322
118 H 12.7337 -10.5058 20.7645
119 H 14.2229 -11.3854 21.1049
120 H 16.6717 -11.0357 23.1136
121 C 21.5205 -11.9597 11.3318
122 C 20.9161 -11.7038 12.6639
123 C 21.5777 -12.6003 13.7965
124 C 21.0438 -10.2256 12.9466
125 C 19.9617 -9.3975 12.2892
126 C 18.5747 -9.8105 12.7158
127 C 18.3531 -11.3202 12.2636
128 C 16.9799 -11.8602 12.8359
129 C 18.2405 -11.5003 10.7304
130 N 19.4686 -12.0928 12.8055
131 O 19.3305 -13.4575 12.4672
132 H 21.3266 -12.9664 11.0556
133 H 21.1760 -11.3934 10.5119
134 H 22.6382 -11.9476 11.3721
135 H 21.7590 -13.5968 13.4255
136 H 22.4095 -12.1342 14.3377
137 H 20.7386 -12.7995 14.5083
138 H 20.9230 -10.0393 14.0002
139 H 21.9588 -9.7758 12.5512
140 H 20.0609 -8.3731 12.5861
141 H 19.9539 -9.5436 11.1690
142 H 17.7343 -9.2276 12.3123
143 H 18.4438 -9.8136 13.8509
144 H 16.8114 -12.8719 12.4427
145 H 16.0949 -11.2149 12.5738
146 H 17.1093 -12.0256 13.8706
147 H 19.1505 -11.0422 10.2947
148 H 17.3716 -10.9911 10.2616
149 H 18.1262 -12.5018 10.3488
150 H 19.4329 -13.8921 13.3109
151 C 14.6407 -15.1061 20.5051
152 C 13.4466 -15.1955 19.4986
153 C 12.3688 -14.2240 19.9875
154 C 13.8938 -14.8688 18.0752
155 C 14.7392 -15.8644 17.3906
156 C 13.9996 -17.2080 17.3881
157 C 13.6451 -17.6688 18.7739
158 C 12.6092 -18.8307 18.6081
159 C 14.9600 -18.1736 19.5724
160 N 12.9238 -16.5791 19.4461
161 O 12.6942 -17.0403 20.8388
162 H 14.5821 -14.2446 21.1567
163 H 14.7055 -15.9677 21.1025
164 H 15.6144 -14.9675 19.9768
165 H 12.7110 -13.1475 20.2056
166 H 11.5414 -14.1950 19.2133
167 H 11.9712 -14.5429 20.9337
168 H 12.9845 -14.6614 17.5028
169 H 14.4462 -13.9269 18.2141
170 H 15.0378 -15.6373 16.3868
171 H 15.7909 -15.9467 17.8228
172 H 14.5142 -18.0351 16.8318
173 H 13.0820 -17.0935 16.8508
174 H 12.3447 -19.2712 19.5665
175 H 13.0234 -19.7277 17.9987
176 H 11.7202 -18.4278 18.1091
177 H 15.7832 -17.4902 19.3988
178 H 15.1178 -19.2063 19.4824
179 H 14.7600 -18.0376 20.6399
180 H 11.7838 -17.3226 20.9353
181 C 20.8284 -18.2141 23.7783
182 O 20.2761 -17.5045 22.6990
183 C 21.3239 -17.1686 21.8105
184 C 20.9330 -16.1426 20.8383
185 N 20.4305 -15.0161 21.4975
186 C 19.7761 -13.9808 20.7492
187 C 19.3392 -12.9174 21.7481
188 O 18.5225 -13.3857 22.8236
189 C 17.3235 -14.0741 22.3617
190 H 21.3306 -17.5601 24.4950
191 H 21.5169 -19.0573 23.4352
192 H 19.9921 -18.7243 24.2412
193 H 21.6742 -18.1416 21.3535
194 H 22.1296 -16.7616 22.4799
195 H 20.3638 -16.4789 19.9576
196 H 21.8983 -15.8170 20.3364
197 H 19.8871 -15.2617 22.2916
198 H 18.9614 -14.3916 20.1166
199 H 20.4590 -13.4482 20.0457
200 H 18.8307 -12.1414 21.1523
201 H 20.1576 -12.4792 22.2727
202 H 16.6856 -13.4415 21.7605
203 H 16.7444 -14.4156 23.1927
204 H 17.6400 -14.9821 21.7766
205 C 19.1214 -19.3495 17.5327
206 O 18.9273 -19.2492 16.0798
207 C 18.4171 -20.5008 15.6015
208 C 18.0723 -20.2570 14.1172
209 N 17.0501 -19.1381 14.1070
210 C 16.4215 -19.0135 12.8015
211 C 15.3813 -17.8529 12.8003
212 O 16.0240 -16.6596 13.0571
213 C 15.1823 -15.5135 13.1022
214 H 18.1535 -19.3966 18.0702
215 H 19.6148 -18.3868 17.9405
216 H 19.7422 -20.1683 17.8703
217 H 17.5497 -20.7473 16.2168
218 H 19.1633 -21.2685 15.7185
219 H 17.7586 -21.1812 13.5911
220 H 18.9995 -20.0148 13.5741
221 H 17.5546 -18.2558 14.2739
222 H 15.9302 -19.9861 12.5702
223 H 17.1324 -18.8730 12.0123
224 H 14.5395 -17.9186 13.4388
225 H 15.0692 -17.7481 11.7651
226 H 14.3421 -15.6338 13.7219
227 H 14.7143 -15.3154 12.1639
228 H 15.8603 -14.7133 13.3530
229 C 17.1492 -13.0968 17.0579
230 O 17.5722 -14.4368 16.9191
231 C 17.6020 -14.7616 15.5048
232 C 18.3526 -16.0772 15.2401
233 N 19.8919 -15.8855 15.1687
234 C 20.6194 -15.4604 16.3769
235 C 22.0866 -15.7419 16.1315
236 O 22.3475 -17.0731 15.7073
237 C 22.3626 -18.0247 16.7593
238 H 17.3140 -12.9283 18.1717
239 H 16.1372 -12.9306 16.6960
240 H 17.8201 -12.4342 16.5342
241 H 18.1405 -14.0077 14.9993
242 H 16.5546 -14.8030 15.1682
243 H 17.9623 -16.4178 14.2533
244 H 18.2220 -16.8847 15.9826
245 H 20.3048 -16.7356 14.8434
246 H 20.3060 -16.0524 17.2307
247 H 20.4821 -14.4050 16.5437
248 H 22.7163 -15.4937 16.9713
249 H 22.3989 -15.2059 15.2320
250 H 23.2132 -17.8070 17.3904
251 H 22.1878 -19.0745 16.3355
252 H 21.5666 -17.9036 17.4982

LUMO energy	0.478	eV
strongest force on any atom	3.4	eV/Å
SMILES string	CC1(C)CCCC(C)(C)N1O.CC1(C)CCCC(C)(C)N1O.CC1(C)CCCC(C)(C)N1O.CC1(C)CCCC(C)(C)N1O.CC1(C)CCCC(C)(C)N1O.CC1(C)CCCC(C)(C)N1O.COCCNCCOC.COCCNCCOC.COCCNCCOC

Results of the Mulliken charge analysis, in e, for atoms 1 through 4: number 1, C, carries -1.8758; number 2, C, carries 1.4596; number 3, C, carries -1.0568; number 4, C, carries -1.1824

***

Record 4
Formula: CH5N2O
Source: the Open Molecules 2025 dataset
Level of theory: the ωB97M-V functional and the def2-TZVPD basis

Element x y z (Å)
1 C -0.5788 -0.7956 0.0699
2 N 0.5673 -0.0215 0.1355
3 N 0.4069 1.2758 -0.0244
4 O 1.6466 -0.5209 0.1916
5 H -1.5720 -0.2490 -0.0795
6 H -0.6847 -1.4544 1.0076
7 H -0.4693 -1.6263 -0.6353
8 H -0.5393 1.4662 -0.3629
9 H 1.2232 1.9259 -0.3025

LUMO energy	-6.565	eV
net charge	+1
strongest force on any atom	5.7	eV/Å
SMILES string	C[N+](N)=O

Results of the Mulliken charge analysis, in e, for atoms 1 through 4: number 1, C, carries -0.6571; number 2, N, carries 0.8676; number 3, N, carries -0.4330; number 4, O, carries -0.3915

***

Record 5
Formula: C6H13NP
Source: the Open Molecules 2025 dataset
Level of theory: the ωB97M-V functional and the def2-TZVPD basis

Element x y z (Å)
1 C -0.4130 1.5297 -1.7849
2 N -0.0660 0.8006 -0.8463
3 C -0.4645 0.1835 0.4016
4 C -0.3222 1.2838 1.5009
5 C -1.7891 -0.5591 0.3655
6 C 0.7409 -0.3625 -0.1759
7 C 0.7146 -1.7239 -0.8168
8 P 2.3963 0.2962 0.3975
9 H 0.4416 1.5175 -2.5413
10 H -1.1572 2.3121 -1.8436
11 H -1.3334 1.8370 1.3886
12 H 0.5393 1.9977 1.4478
13 H -0.1488 0.6758 2.5187
14 H -2.1986 -0.8478 -0.5837
15 H -2.6111 0.1104 0.7786
16 H -1.7011 -1.5130 0.9995
17 H -0.3138 -2.0904 -1.1827
18 H 1.1045 -2.3964 0.0655
19 H 1.4147 -1.8757 -1.7287
20 H 2.9613 -0.8926 0.0036
21 H 2.2056 -0.2831 1.6360

LUMO energy	-4.135	eV
net charge	+1
strongest force on any atom	4.4	eV/Å
SMILES string	C=[N+]1C(C)(C)[C@]1(C)P

Results of the Mulliken charge analysis, in e, for atoms 1 through 4: number 1, C, carries -0.1269; number 2, N, carries -0.0564; number 3, C, carries 0.5926; number 4, C, carries -1.3877

***

Record 6
Formula: C26H25BrCl2F6N3O2SbTl
Source: the Open Molecules 2025 dataset
Level of theory: the ωB97M-V functional and the def2-TZVPD basis

Element x y z (Å)
1 Tl 0.7783 0.5756 1.5456
2 C 0.6289 5.2658 0.8016
3 C 0.0503 3.9123 1.1208
4 O 0.6333 2.9010 0.5697
5 C -1.0577 3.8476 1.9496
6 C -1.8995 2.6292 2.1268
7 C -3.3754 2.8429 2.4623
8 N -1.4144 1.4291 2.0165
9 N -2.3531 0.4140 2.0564
10 C -1.8564 -0.7155 1.6973
11 O -0.6995 -1.0335 1.2365
12 C -2.8529 -1.8397 1.9619
13 C -2.4764 -3.0356 2.5919
14 C -3.4021 -4.0058 2.9498
15 C -4.7414 -3.7850 2.6589
16 C -5.1734 -2.5969 2.0978
17 C -4.2019 -1.6597 1.7049
18 H 0.5663 5.3710 -0.2974
19 H 1.6882 5.3203 1.1450
20 H 0.0253 6.0109 1.3297
21 H -1.4766 4.8163 2.2689
22 H -3.6251 3.7214 3.0459
23 H -3.7502 1.9743 2.9494
24 H -3.9284 2.9037 1.5150
25 H -1.4006 -3.1609 2.6712
26 H -3.0671 -4.9353 3.4205
27 H -5.4396 -4.5915 2.8336
28 H -6.2075 -2.5016 1.7904
29 H -4.4914 -0.7271 1.2507
30 C 3.7744 0.4088 -2.6798
31 C 2.3435 0.7976 -2.9281
32 C 1.9229 1.6550 -3.9114
33 C 0.5737 2.0188 -3.9834
34 C -0.3161 1.4647 -3.0823
35 Br -2.1617 1.8882 -3.2274
36 N 0.0573 0.6434 -2.1422
37 C 1.3665 0.3312 -2.0706
38 H 3.9639 0.7067 -1.6527
39 H 4.5124 0.9818 -3.3018
40 H 3.9294 -0.6604 -2.7095
41 H 2.6577 2.1346 -4.5938
42 H 0.2093 2.7790 -4.6878
43 H 1.6009 -0.3380 -1.2462
44 Cl 1.5923 -1.4138 -6.2532
45 C 0.9308 -1.9643 -4.7385
46 Cl 2.1330 -2.8854 -3.8514
47 H 0.1647 -2.6676 -4.9325
48 H 0.5989 -1.1328 -4.1238
49 F -1.4172 -2.7731 -3.0325
50 Sb -2.8073 -3.0668 -4.3087
51 F -4.1853 -3.2949 -5.5356
52 F -1.8028 -2.1214 -5.6977
53 F -3.4737 -1.3288 -3.8470
54 F -1.9646 -4.7276 -4.7230
55 F -3.8579 -3.8816 -2.9958
56 C 2.9692 0.6067 1.1570
57 C 3.7035 0.2021 2.3539
58 C 5.1234 0.1395 2.2022
59 C 5.8734 -0.3436 3.2556
60 C 5.3170 -0.7881 4.4549
61 C 3.9360 -0.6220 4.6191
62 C 3.1649 -0.0872 3.6207
63 H 5.5703 0.4665 1.3243
64 H 6.9479 -0.3646 3.2284
65 H 5.9400 -1.2410 5.2042
66 H 3.5057 -0.8960 5.5502
67 H 2.1238 0.0271 3.8151

LUMO energy (alpha / beta)	4.049 / 4.053	eV
2S+1	2
net charge	-2
strongest force on any atom	2.6	eV/Å

Results of the Mulliken charge analysis, in e, for atoms 1 through 4: number 1, Tl, carries 1.6359; number 2, C, carries -1.2599; number 3, C, carries 1.0758; number 4, O, carries -0.6997